(1)
A 4-piece molecular cluster, C24H60BrN3O3 overall, computed with ωB97M-V with the def2-TZVPD basis set.

Computed properties:
frontier orbital gap = 0.2139 Ha
calculated total energy = -106497.032 eV
total charge = +2
HOMO energy = -0.325 hartree
spin multiplicity = 1

Element x y z (Å)
Br: -9.054 15.370 6.323
C: -14.325 12.376 -0.927
C: -13.767 13.526 -0.023
N: -12.746 14.497 -0.693
C: -12.499 15.700 0.275
C: -11.453 13.674 -0.862
C: -10.259 14.461 -1.412
C: -13.299 14.929 -2.079
C: -14.624 15.768 -2.154
O: -15.689 15.276 -1.290
C: -16.704 16.217 -0.830
H: -13.543 11.670 -1.207
H: -14.886 12.714 -1.798
H: -15.085 11.913 -0.297
H: -13.307 13.131 0.882
H: -14.549 14.202 0.322
H: -13.434 16.258 0.236
H: -11.653 16.300 -0.059
H: -12.354 15.466 1.330
H: -11.696 12.837 -1.516
H: -11.139 13.386 0.141
H: -9.359 13.920 -1.703
H: -10.037 15.196 -0.638
H: -10.518 15.022 -2.310
H: -13.248 14.078 -2.758
H: -12.607 15.694 -2.431
H: -15.127 15.668 -3.115
H: -14.487 16.847 -2.090
H: -17.372 15.811 -0.070
H: -17.319 16.550 -1.667
H: -16.264 17.151 -0.481
C: -6.256 21.250 10.517
C: -7.487 20.542 9.876
N: -8.574 21.553 9.389
C: -9.915 20.803 9.044
C: -9.100 22.693 10.354
C: -9.371 22.172 11.774
C: -8.242 22.376 8.086
C: -7.795 21.539 6.916
O: -6.989 22.455 6.117
C: -6.518 21.958 4.872
H: -5.350 20.657 10.395
H: -6.503 21.356 11.574
H: -6.016 22.214 10.069
H: -7.972 20.008 10.693
H: -7.302 19.734 9.167
H: -10.666 21.552 8.790
H: -10.282 20.339 9.959
H: -9.719 20.173 8.176
H: -9.835 23.378 9.932
H: -8.277 23.372 10.580
H: -8.587 21.513 12.148
H: -10.205 21.477 11.872
H: -9.606 22.989 12.455
H: -7.454 23.078 8.359
H: -9.090 22.978 7.761
H: -8.574 21.065 6.320
H: -7.186 20.738 7.335
H: -6.149 22.782 4.261
H: -7.178 21.313 4.292
H: -5.650 21.301 4.927
C: -8.383 10.767 11.222
C: -8.666 11.334 12.647
N: -7.361 11.582 13.551
C: -6.480 10.387 13.734
C: -6.692 12.855 13.012
C: -5.244 13.074 13.570
C: -7.898 11.943 14.985
C: -8.405 10.807 15.935
O: -9.545 10.247 15.399
C: -10.202 9.259 16.146
H: -7.805 11.436 10.583
H: -9.331 10.563 10.725
H: -7.722 9.902 11.267
H: -9.269 10.601 13.182
H: -9.291 12.225 12.588
H: -5.730 10.658 14.476
H: -6.064 10.289 12.731
H: -7.200 9.590 13.922
H: -7.284 13.761 13.138
H: -6.741 12.731 11.931
H: -4.787 14.028 13.308
H: -4.549 12.406 13.061
H: -5.146 12.999 14.653
H: -8.705 12.661 14.835
H: -7.015 12.333 15.491
H: -8.593 11.360 16.855
H: -7.620 10.125 16.260
H: -10.591 9.529 17.127
H: -9.510 8.442 16.353
H: -11.038 8.953 15.518



(2)
A 2-piece molecular cluster, C9H17N2OP overall, computed with ωB97M-V with the def2-TZVPD basis set.

Computed properties:
frontier orbital gap = 0.3097 Ha
calculated total energy = -23922.445 eV
SMILES = C/C=C/N(CC)P=O.C=CNC=C
HOMO energy = -0.290 hartree
spin multiplicity = 1

Element x y z (Å)
C: 3.199 0.822 1.643
C: 2.048 0.467 0.691
C: 1.389 -0.644 0.816
N: 0.499 -1.213 -0.084
C: 0.404 -0.600 -1.536
C: 1.503 -0.899 -2.577
P: -0.475 -2.550 0.294
O: -1.499 -2.669 -0.732
H: 4.024 0.130 1.318
H: 3.548 1.833 1.713
H: 2.930 0.373 2.708
H: 2.131 1.217 -0.097
H: 1.561 -1.384 1.669
H: 0.348 0.434 -1.331
H: -0.564 -1.147 -1.881
H: 1.195 -0.815 -3.615
H: 2.344 -0.254 -2.277
H: 1.817 -1.873 -2.472
C: -1.869 -0.681 1.967
C: -2.782 -0.463 0.981
N: -2.715 0.471 0.022
C: -1.816 1.530 0.062
C: -1.863 2.582 -0.813
H: -2.131 -1.427 2.671
H: -1.234 0.084 2.124
H: -3.588 -1.182 0.714
H: -3.624 0.620 -0.389
H: -1.199 1.447 0.945
H: -1.036 3.244 -0.895
H: -2.545 2.547 -1.641



(3)
C25H40IKN9O4SbSi3 as an isolated structure, computed with ωB97M-V with the def2-TZVPD basis set.

Computed properties:
frontier orbital gap = 0.2237 Ha
calculated total energy = -102774.717 eV
total charge = -2
HOMO energy = -0.100 hartree
spin multiplicity = 1

Element x y z (Å)
K: -0.586 0.923 -0.195
O: 1.206 -0.051 1.137
N: 1.232 0.833 2.012
N: 0.061 1.156 2.496
O: -1.082 0.595 2.142
C: 0.036 2.174 3.495
C: 1.204 2.685 4.054
C: 1.110 3.667 5.026
C: -0.129 4.140 5.445
C: -1.281 3.621 4.874
C: -1.209 2.636 3.898
H: 2.164 2.320 3.724
H: 2.019 4.067 5.460
H: -0.193 4.910 6.204
H: -2.254 3.987 5.182
H: -2.088 2.222 3.429
N: -0.925 -0.915 -2.067
C: -1.397 -1.939 -2.369
N: -1.900 -3.121 -2.619
C: -2.443 -3.326 -3.801
N: -2.961 -3.602 -4.807
I: -2.659 -5.297 4.555
C: -1.882 -3.976 3.194
C: -1.798 -2.605 3.315
N: -1.217 -2.166 2.192
N: -0.916 -3.152 1.342
C: -1.315 -4.263 1.939
H: -2.103 -1.926 4.093
H: -1.021 -1.176 1.975
H: -1.193 -5.217 1.452
C: -4.214 2.828 -2.954
N: -2.790 3.063 -2.843
C: -2.057 3.303 -3.968
C: -0.727 3.413 -3.929
C: -0.041 3.203 -2.645
O: 1.197 3.215 -2.608
N: -0.805 3.018 -1.530
C: -2.154 2.933 -1.590
O: -2.863 2.725 -0.597
H: -4.682 3.622 -3.542
H: -4.631 2.823 -1.952
H: -4.422 1.864 -3.427
H: -2.629 3.406 -4.883
H: -0.150 3.619 -4.818
C: 2.248 1.183 -5.235
Si: 3.547 0.958 -3.906
C: 4.895 -0.102 -4.677
C: 4.280 2.632 -3.502
Sb: 2.354 0.057 -1.839
Si: 2.548 -2.425 -2.421
C: 4.287 -3.131 -2.544
C: 1.682 -2.686 -4.064
C: 1.685 -3.402 -1.086
Si: 4.428 0.133 -0.349
C: 6.106 -0.022 -1.186
C: 4.402 1.798 0.513
C: 4.341 -1.196 0.969
H: 2.684 1.680 -6.109
H: 1.427 1.789 -4.851
H: 1.841 0.219 -5.552
H: 5.314 0.479 -5.509
H: 4.492 -1.030 -5.087
H: 5.704 -0.353 -3.994
H: 4.623 3.104 -4.431
H: 5.133 2.554 -2.823
H: 3.516 3.260 -3.042
H: 4.867 -2.721 -3.370
H: 4.178 -4.212 -2.700
H: 4.854 -2.984 -1.624
H: 2.375 -2.532 -4.896
H: 0.840 -2.006 -4.191
H: 1.292 -3.707 -4.118
H: 2.308 -3.454 -0.188
H: 1.510 -4.422 -1.447
H: 0.726 -2.979 -0.787
H: 6.336 0.847 -1.804
H: 6.197 -0.912 -1.807
H: 6.857 -0.082 -0.388
H: 4.328 2.616 -0.206
H: 5.311 1.935 1.111
H: 3.533 1.863 1.172
H: 4.567 -2.185 0.562
H: 3.350 -1.230 1.417
H: 5.082 -0.968 1.745